C99H222N12O15 | ωB97M-V/def2-TZVPD

Each line ends with the Löwdin charge.
Geometry (Å):
C -6.346 -4.352 3.463  -0.04
C -5.471 -3.152 3.902  -0.43
C -6.348 -2.258 4.799  -0.13
C -5.545 -1.256 5.668  -0.17
C -4.528 -2.032 6.500  -0.17
C -3.566 -2.836 5.676  -0.51
N -4.370 -3.705 4.834  -0.10
O -3.594 -4.677 4.197  -0.02
C -2.549 -1.891 4.977  -0.02
C -2.909 -3.745 6.755  -0.03
C -4.979 -2.351 2.684  -0.03
H -6.818 -4.974 4.224  0.08
H -5.802 -5.163 2.978  0.07
H -7.156 -4.023 2.812  0.08
H -7.095 -1.706 4.229  0.12
H -6.850 -2.857 5.559  0.12
H -6.297 -0.840 6.338  0.11
H -5.001 -0.457 5.164  0.08
H -5.083 -2.666 7.191  0.13
H -3.917 -1.268 6.982  0.12
H -3.162 -1.383 4.233  0.05
H -1.815 -1.355 5.580  0.10
H -1.929 -2.483 4.305  0.06
H -2.050 -4.236 6.298  0.07
H -2.579 -3.239 7.662  0.08
H -3.522 -4.575 7.106  0.09
H -4.661 -1.324 2.861  0.06
H -5.697 -2.233 1.873  0.06
H -4.196 -2.853 2.117  0.08
H -3.809 -5.430 4.751  0.11
C 1.029 -3.464 8.544  -0.03
C 2.315 -2.921 7.769  -0.45
C 3.485 -3.679 8.389  -0.14
C 4.772 -3.513 7.550  -0.19
C 4.469 -3.856 6.115  -0.13
C 3.234 -3.093 5.497  -0.54
N 2.129 -3.223 6.339  -0.12
O 0.890 -2.751 5.823  -0.01
C 3.462 -1.650 5.167  -0.03
C 3.002 -3.893 4.180  -0.03
C 2.454 -1.383 8.099  -0.02
H 0.083 -2.969 8.325  0.06
H 1.178 -3.689 9.600  0.08
H 0.864 -4.473 8.168  0.07
H 3.766 -3.349 9.389  0.12
H 3.282 -4.745 8.493  0.12
H 5.577 -4.183 7.853  0.11
H 5.066 -2.465 7.598  0.10
H 4.248 -4.917 6.235  0.12
H 5.358 -3.643 5.521  0.12
H 3.948 -1.118 5.985  0.07
H 4.085 -1.521 4.282  0.08
H 2.546 -1.087 4.992  0.07
H 2.606 -4.852 4.513  0.09
H 2.171 -3.406 3.669  0.07
H 3.900 -4.028 3.577  0.08
H 2.149 -1.278 9.140  0.08
H 1.698 -0.877 7.498  0.07
H 3.489 -1.047 8.037  0.07
H 0.503 -3.593 5.574  0.09
C -7.978 2.282 0.347  -0.03
C -6.465 2.022 0.458  -0.50
C -5.811 1.755 -0.876  -0.13
C -5.673 2.973 -1.829  -0.18
C -4.999 4.108 -1.097  -0.13
C -5.614 4.464 0.346  -0.36
N -5.889 3.221 1.118  -0.16
O -6.346 3.429 2.366  0.00
C -4.499 5.249 1.073  -0.04
C -6.964 5.343 0.063  -0.01
C -6.230 0.799 1.328  -0.04
H -8.415 1.314 0.101  0.08
H -8.324 2.958 -0.435  0.07
H -8.580 2.571 1.208  0.09
H -4.834 1.292 -0.740  0.11
H -6.462 1.011 -1.335  0.11
H -6.651 3.223 -2.238  0.11
H -5.141 2.668 -2.730  0.09
H -5.203 4.872 -1.847  0.11
H -3.923 3.991 -1.222  0.09
H -3.612 4.687 1.365  0.07
H -4.179 6.215 0.682  0.08
H -4.728 5.494 2.110  0.07
H -7.573 5.123 -0.813  0.06
H -7.638 5.375 0.919  0.07
H -6.630 6.365 -0.115  0.07
H -5.220 0.765 1.737  0.07
H -6.395 -0.152 0.823  0.07
H -7.044 0.688 2.044  0.09
H -5.494 3.384 2.807  0.05
C 5.136 -0.707 0.832  -0.04
C 5.020 0.279 -0.320  -0.42
C 3.845 1.285 0.085  -0.12
C 3.750 2.560 -0.792  -0.18
C 5.116 3.207 -0.790  -0.13
C 6.320 2.313 -1.255  -0.49
N 6.245 1.087 -0.486  -0.12
O 7.364 0.274 -0.643  0.00
C 6.235 2.141 -2.741  -0.04
C 7.613 3.120 -0.881  -0.02
C 4.514 -0.473 -1.620  0.00
H 5.696 -1.616 0.614  0.07
H 4.197 -1.128 1.191  0.06
H 5.648 -0.302 1.705  0.09
H 2.829 0.906 0.190  0.09
H 3.934 1.626 1.116  0.09
H 2.848 3.045 -0.417  0.10
H 3.458 2.283 -1.805  0.08
H 5.305 3.629 0.198  0.11
H 4.973 4.086 -1.418  0.11
H 6.468 3.075 -3.252  0.09
H 6.948 1.372 -3.039  0.09
H 5.319 1.731 -3.167  0.05
H 7.696 4.059 -1.429  0.08
H 7.644 3.389 0.175  0.08
H 8.532 2.578 -1.101  0.08
H 4.089 0.139 -2.417  0.06
H 3.745 -1.195 -1.344  0.06
H 5.407 -0.953 -2.021  0.08
H 7.850 0.441 0.168  0.11
C 2.465 1.502 -5.675  -0.02
C 2.009 2.876 -6.128  -0.49
C 1.919 3.816 -4.902  -0.15
C 3.228 4.314 -4.347  -0.17
C 4.157 4.911 -5.469  -0.12
C 4.300 4.048 -6.692  -0.51
N 2.971 3.513 -7.068  -0.08
O 3.103 2.752 -8.274  -0.02
C 4.917 4.984 -7.776  -0.03
C 5.268 2.895 -6.409  -0.03
C 0.624 2.833 -6.731  -0.04
H 3.147 1.541 -4.825  0.06
H 2.976 0.874 -6.405  0.09
H 1.644 0.868 -5.339  0.07
H 1.409 4.718 -5.240  0.12
H 1.410 3.336 -4.067  0.12
H 3.613 3.499 -3.734  0.07
H 3.094 5.048 -3.552  0.10
H 5.027 4.985 -4.817  0.11
H 3.896 5.948 -5.684  0.12
H 4.054 5.581 -8.071  0.08
H 5.741 5.644 -7.505  0.09
H 5.231 4.475 -8.688  0.08
H 5.140 2.334 -5.483  0.06
H 5.220 2.226 -7.268  0.08
H 6.302 3.240 -6.372  0.09
H 0.471 2.056 -7.480  0.09
H 0.325 3.803 -7.129  0.09
H -0.139 2.609 -5.985  0.07
H 2.580 3.245 -8.910  0.10
C 1.152 -0.024 2.651  -0.02
C 0.042 -0.052 1.594  -0.45
C -0.618 1.388 1.532  -0.10
C -1.472 1.646 0.260  -0.16
C -0.753 1.212 -0.991  -0.13
C -0.196 -0.235 -0.928  -0.44
N 0.619 -0.423 0.292  -0.13
O 1.374 -1.566 0.303  -0.01
C -1.317 -1.336 -1.053  -0.02
C 0.755 -0.344 -2.125  -0.03
C -1.074 -1.009 2.091  -0.02
H 1.489 -1.054 2.768  0.07
H 0.702 0.218 3.613  0.08
H 2.065 0.541 2.464  0.07
H -1.207 1.516 2.440  0.09
H 0.223 2.076 1.438  0.10
H -1.701 2.706 0.150  0.09
H -2.382 1.056 0.368  0.10
H 0.050 1.928 -1.164  0.11
H -1.341 1.259 -1.907  0.12
H -1.167 -2.280 -0.530  0.07
H -2.302 -1.079 -0.663  0.05
H -1.396 -1.600 -2.108  0.06
H 0.198 -0.105 -3.031  0.06
H 1.552 0.392 -2.023  0.07
H 1.183 -1.330 -2.302  0.08
H -1.936 -1.206 1.454  0.07
H -1.385 -0.751 3.103  0.06
H -0.631 -2.003 2.018  0.08
H 2.294 -1.338 0.151  0.06
C 1.405 8.814 0.470  -0.04
C 0.978 7.483 -0.169  -0.49
C 0.456 6.616 1.001  -0.12
C -0.289 5.322 0.581  -0.20
C -1.410 5.679 -0.315  -0.18
C -0.995 6.564 -1.529  -0.45
N -0.154 7.699 -1.069  -0.08
O 0.015 8.770 -2.047  0.00
C -0.308 5.590 -2.563  -0.02
C -2.305 7.046 -2.128  -0.04
C 2.246 6.843 -0.859  -0.02
H 0.473 9.338 0.683  0.09
H 1.885 9.448 -0.275  0.08
H 2.086 8.588 1.290  0.09
H 1.295 6.371 1.652  0.11
H -0.280 7.037 1.687  0.12
H -0.621 4.777 1.465  0.11
H 0.414 4.718 0.008  0.09
H -2.089 6.304 0.265  0.11
H -1.901 4.753 -0.614  0.09
H -1.069 5.200 -3.238  0.08
H 0.457 6.016 -3.211  0.07
H -0.012 4.729 -1.963  0.06
H -2.612 8.011 -1.726  0.09
H -2.295 7.234 -3.202  0.08
H -3.179 6.422 -1.944  0.07
H 2.038 5.825 -1.191  0.05
H 3.208 6.871 -0.348  0.08
H 2.515 7.399 -1.757  0.07
H 0.626 8.435 -2.708  0.08
C 4.701 -7.747 -2.886  -0.02
C 4.399 -7.640 -1.356  -0.45
C 5.758 -7.691 -0.602  -0.15
C 6.533 -6.379 -0.677  -0.17
C 5.706 -5.235 -0.080  -0.15
C 4.305 -5.081 -0.678  -0.43
N 3.695 -6.437 -0.857  -0.12
O 2.378 -6.400 -1.034  -0.04
C 3.527 -4.235 0.384  -0.03
C 4.323 -4.221 -1.982  -0.01
C 3.597 -8.924 -0.919  -0.03
H 5.156 -8.692 -3.182  0.08
H 5.227 -6.903 -3.332  0.06
H 3.711 -7.620 -3.323  0.05
H 5.658 -7.997 0.440  0.12
H 6.401 -8.455 -1.039  0.11
H 6.849 -6.038 -1.662  0.11
H 7.443 -6.452 -0.082  0.11
H 6.292 -4.321 -0.180  0.11
H 5.614 -5.287 1.005  0.11
H 3.978 -3.265 0.594  0.06
H 2.579 -3.980 -0.088  0.06
H 3.394 -4.669 1.375  0.07
H 4.732 -4.915 -2.716  0.06
H 3.368 -3.890 -2.390  0.07
H 5.029 -3.392 -1.925  0.07
H 3.301 -8.903 0.130  0.08
H 4.267 -9.782 -0.976  0.08
H 2.622 -9.062 -1.386  0.07
H 2.294 -6.076 -1.933  0.04
C -1.892 -0.903 -5.542  -0.02
C -3.287 -0.304 -5.328  -0.44
C -3.167 1.231 -5.187  -0.13
C -3.050 2.060 -6.492  -0.16
C -4.251 1.598 -7.330  -0.15
C -4.272 0.099 -7.702  -0.46
N -4.229 -0.667 -6.406  -0.10
O -4.381 -2.068 -6.605  -0.02
C -5.592 -0.176 -8.485  -0.03
C -3.115 -0.236 -8.675  -0.03
C -4.000 -0.870 -4.001  -0.02
H -1.464 -0.696 -6.522  0.07
H -1.818 -1.988 -5.617  0.07
H -1.097 -0.546 -4.887  0.06
H -3.976 1.625 -4.572  0.10
H -2.284 1.552 -4.635  0.10
H -2.107 1.936 -7.024  0.08
H -3.168 3.109 -6.218  0.11
H -4.361 2.292 -8.163  0.12
H -5.180 1.841 -6.814  0.11
H -5.510 0.011 -9.556  0.08
H -5.916 -1.211 -8.379  0.07
H -6.425 0.444 -8.154  0.07
H -2.204 0.129 -8.200  0.05
H -3.009 -1.306 -8.852  0.09
H -3.196 0.307 -9.617  0.08
H -5.049 -0.577 -3.968  0.08
H -3.494 -0.588 -3.077  0.06
H -3.968 -1.956 -4.085  0.05
H -5.170 -2.210 -6.076  0.10
C 0.117 -4.284 -2.873  -0.05
C 0.154 -5.762 -3.220  -0.40
C -0.890 -6.103 -4.270  -0.19
O -0.749 -5.329 -5.495  -0.19
C -2.040 -5.074 -6.174  -0.06
N 1.509 -6.041 -3.692  0.04
H -0.842 -3.848 -2.592  0.06
H 0.403 -3.674 -3.729  0.08
H 0.784 -4.022 -2.051  0.07
H -0.007 -6.344 -2.313  0.13
H -1.863 -6.123 -3.780  0.11
H -0.780 -7.146 -4.567  0.12
H -2.545 -5.971 -6.531  0.09
H -1.868 -4.317 -6.940  0.08
H -2.684 -4.569 -5.454  0.07
H 1.562 -7.013 -3.961  0.08
H 1.860 -5.576 -4.517  0.10
C 3.764 6.929 5.547  -0.05
C 4.310 5.554 5.990  -0.45
C 4.260 4.585 4.833  -0.18
O 2.986 4.520 4.142  -0.22
C 3.075 3.688 2.992  -0.10
N 5.660 5.677 6.451  0.04
H 3.915 7.663 6.339  0.07
H 2.739 6.959 5.177  0.07
H 4.423 7.404 4.820  0.07
H 3.747 5.193 6.851  0.14
H 4.420 3.602 5.277  0.13
H 5.003 4.917 4.107  0.13
H 2.089 3.361 2.661  0.08
H 3.672 2.813 3.247  0.08
H 3.589 4.184 2.169  0.08
H 6.246 5.031 5.942  0.06
H 5.805 5.399 7.411  0.08
C -5.385 -2.440 -1.456  -0.06
C -5.152 -3.861 -2.061  -0.41
C -4.144 -4.686 -1.109  -0.13
O -4.063 -6.081 -1.628  -0.23
C -3.180 -6.854 -0.775  -0.08
N -6.285 -4.638 -2.464  0.05
H -5.865 -2.524 -0.481  0.05
H -6.081 -1.748 -1.929  0.07
H -4.410 -1.973 -1.318  0.05
H -4.456 -3.662 -2.875  0.10
H -4.566 -4.668 -0.105  0.11
H -3.133 -4.293 -1.215  0.11
H -2.172 -6.850 -1.190  0.06
H -3.595 -7.860 -0.717  0.09
H -3.083 -6.481 0.245  0.07
H -6.884 -4.796 -1.666  0.07
H -5.967 -5.590 -2.579  0.06
C 1.168 2.130 6.291  -0.09
C 0.118 3.038 5.718  -0.31
O 0.649 4.312 6.026  -0.08
H 1.391 2.249 7.352  0.08
H 2.120 2.293 5.786  0.06
H 1.079 1.052 6.151  0.05
H -0.743 3.036 6.386  0.11
H -0.206 2.804 4.704  0.10
H 1.289 4.536 5.347  0.04
C -0.977 -5.423 2.506  -0.06
C 0.242 -5.636 1.582  -0.34
O 0.157 -6.669 0.664  -0.09
H -1.740 -4.999 1.853  0.06
H -0.849 -4.553 3.151  0.05
H -1.248 -6.379 2.954  0.08
H 1.228 -5.801 2.017  0.10
H 0.388 -4.762 0.947  0.10
H 0.768 -6.523 -0.063  0.03
C -3.782 2.003 4.043  -0.09
C -3.732 3.200 4.979  -0.26
O -4.526 4.302 4.480  -0.09
H -4.768 1.542 3.995  0.06
H -3.128 1.277 4.527  0.07
H -3.358 2.210 3.061  0.07
H -2.709 3.565 4.884  0.10
H -3.970 2.963 6.016  0.12
H -5.322 4.381 5.011  0.09

Summary:
Energy   -154838.9814 eV
Charge   0
Largest force on an atom   4.84 eV Å⁻¹